{
  "formula": "C4H8O3",
  "method": "ωB97M-V/def2-TZVPD",
  "symbols": ["H", "C", "H", "C", "C", "H", "H", "H", "O", "O", "H", "C", "O", "H", "H"],
  "coordinates": [[-1.718, -1.150, -0.048], [0.523, -1.105, -0.399], [0.534, -2.271, 1.086], [-1.188, -0.236, 0.217], [1.207, 1.100, -0.185], [-0.247, 2.501, -0.716], [0.403, -1.108, -1.477], [-0.302, 1.026, -1.726], [-0.942, -0.269, 1.600], [1.422, -0.218, 0.095], [-0.244, 0.373, 1.794], [0.033, 1.456, -0.792], [0.666, -2.344, 0.126], [1.798, 1.734, 0.456], [-1.945, 0.512, -0.031]],
  "lowdin_charge": [0.0870, -0.3307, 0.1212, -0.1806, -0.1828, 0.0735, 0.1462, 0.0748, -0.0896, -0.0410, 0.0839, -0.0292, 0.0643, 0.1144, 0.0887],
  "homo_lumo_gap_ev": 9.462,
  "homo_energy_ev": -8.5812,
  "lumo_ev": 0.88
}


{
  "formula": "C4H8O3",
  "method": "ωB97M-V/def2-TZVPD",
  "symbols": ["C", "H", "H", "C", "H", "O", "O", "C", "H", "C", "H", "O", "H", "H", "H"],
  "coordinates": [[0.002, 0.300, 0.301], [-0.224, -1.190, 1.995], [1.444, -2.033, 0.090], [0.364, -2.212, 0.316], [-0.555, 0.398, -0.638], [0.162, 2.610, 1.033], [0.102, 1.275, -2.475], [-0.407, -1.030, 0.915], [0.083, 1.185, 2.340], [-0.081, 1.455, 1.271], [1.050, 0.376, 0.006], [-0.163, -3.184, -0.152], [-1.483, -1.172, 0.822], [0.302, 2.183, -2.729], [-0.596, 1.038, -3.094]],
  "lowdin_charge": [-0.1714, 0.1215, 0.1285, -0.2652, 0.1024, 0.0467, -0.0530, -0.1681, 0.1227, -0.2598, 0.1252, 0.0514, 0.1195, 0.0519, 0.0477],
  "homo_lumo_gap_ev": 10.332,
  "homo_energy_ev": -9.7199,
  "lumo_ev": 0.61,
  "smiles": "O=CCCC=O.O"
}


{
  "formula": "C4H8O3",
  "method": "ωB97M-V/def2-TZVPD",
  "symbols": ["H", "H", "H", "C", "H", "H", "O", "C", "H", "H", "C", "H", "O", "O", "C"],
  "coordinates": [[-1.702, -1.749, -1.867], [0.430, -0.266, -1.723], [-1.864, -1.447, -0.130], [-1.523, -1.070, -1.061], [-2.326, -0.209, -0.990], [2.812, 1.447, 1.025], [2.223, 0.675, 0.747], [-0.180, 0.883, 0.186], [-1.116, 0.833, 0.693], [0.750, -1.313, 0.807], [0.994, 0.915, 1.264], [0.051, 1.769, -0.341], [0.762, 1.491, 2.322], [0.744, -1.464, -0.162], [-0.055, -0.494, -0.772]],
  "lowdin_charge": [0.0875, 0.1470, 0.0634, 0.0108, 0.1268, 0.2058, 0.1676, 0.0982, 0.1148, 0.1195, -0.3581, 0.1286, 0.3415, 0.0272, -0.2808],
  "multiplicity": 2,
  "homo_lumo_gap_ev": [10.242, 4.616],
  "charge": 1,
  "homo_energy_ev": [-15.6973, -14.9917],
  "lumo_ev": [-5.46, -10.38]
}


{
  "formula": "C4H8O3Pb",
  "method": "ωB97M-V/def2-TZVPD",
  "symbols": ["H", "O", "H", "H", "H", "C", "H", "H", "C", "Pb", "C", "O", "H", "C", "H", "O"],
  "coordinates": [[-0.767, -1.063, -3.409], [-1.145, -0.756, -0.416], [0.491, 0.698, 3.477], [-0.443, 3.010, 3.880], [0.184, -2.366, -2.709], [0.241, 2.858, 3.037], [-0.785, 0.992, 2.419], [-2.061, -2.150, -1.560], [-0.178, -1.334, -2.503], [0.654, 0.390, -0.415], [0.246, 1.405, 2.642], [0.811, -0.444, -2.192], [1.250, 3.171, 3.343], [-1.193, -1.486, -1.407], [-0.093, 3.486, 2.200], [1.003, 1.045, 1.594]],
  "lowdin_charge": [0.1646, -0.1125, 0.1556, 0.0901, 0.1588, -0.0608, 0.1409, 0.1663, -0.3085, 1.7155, -0.4147, -0.3926, 0.0917, -0.1261, 0.0862, -0.3545],
  "multiplicity": 2,
  "homo_lumo_gap_ev": [8.567, 7.308],
  "charge": 1,
  "homo_energy_ev": [-13.4106, -13.7143],
  "lumo_ev": [-4.84, -6.41]
}


{
  "formula": "C4H8O3S",
  "method": "ωB97M-V/def2-TZVPD",
  "symbols": ["O", "H", "H", "C", "H", "H", "H", "H", "C", "O", "C", "C", "S", "H", "O", "H"],
  "coordinates": [[-1.343, -0.495, 0.798], [-1.557, 0.466, -0.984], [0.395, -0.733, 1.684], [0.474, 1.145, 0.636], [0.325, -0.779, -1.396], [0.484, 2.573, -0.725], [-0.158, 1.697, 1.420], [2.414, -1.614, -1.008], [0.678, -1.144, -0.407], [0.260, 1.638, -0.696], [0.069, -0.320, 0.720], [-2.166, -0.060, -0.174], [-3.739, -0.310, -0.188], [0.239, -2.135, -0.308], [2.063, -1.141, -0.243], [1.561, 1.212, 0.871]],
  "lowdin_charge": [-0.1198, 0.0942, 0.1668, -0.1835, 0.1327, 0.0966, 0.1532, 0.1037, -0.2362, -0.0748, -0.3020, -0.7672, 0.7004, 0.1288, -0.0253, 0.1323],
  "homo_lumo_gap_ev": 9.197,
  "homo_energy_ev": -8.6887,
  "lumo_ev": 0.51,
  "smiles": "OCC(CO)OC=S"
}


{
  "formula": "C4H8O4PS",
  "method": "ωB97M-V/def2-TZVPD",
  "symbols": ["C", "C", "H", "P", "H", "H", "O", "H", "C", "H", "O", "S", "H", "H", "O", "C", "O", "H"],
  "coordinates": [[-1.006, -0.887, 0.789], [-0.215, -0.148, -0.245], [-1.608, -0.144, 1.331], [-0.342, 1.936, 0.358], [1.189, 0.032, -1.561], [-0.284, -1.210, 1.566], [-0.184, 0.492, -2.735], [0.744, 1.914, -0.539], [-1.869, 2.104, -0.708], [1.958, -0.371, 0.075], [-2.510, 3.134, -0.783], [-1.109, -0.068, -1.818], [-0.643, 3.395, 0.268], [-1.509, -1.799, 0.484], [-1.911, -1.198, -2.227], [1.176, -0.519, -0.622], [-2.246, 1.068, -1.478], [1.192, -1.617, -0.961]],
  "lowdin_charge": [-0.1688, -0.7296, 0.0372, 0.7904, 0.0307, 0.0756, -0.3123, -0.0681, -0.7349, 0.0535, -0.0195, 0.6142, -0.0942, 0.0633, -0.3087, -0.1701, -0.1597, 0.1009],
  "homo_lumo_gap_ev": 6.749,
  "charge": -1,
  "homo_energy_ev": -3.1851,
  "lumo_ev": 3.56,
  "smiles": "CC1(C)[PH2]=C([O-])OS1(=O)=O"
}